22
Properties=species:S:1:pos:R:3:lowdin_charge:R:1 method="wB97M-V/def2-TZVPD" total_energy_ha=-491.1674 total_charge=+2 spin_multiplicity=1
C 0.4881 1.0330 -1.3363 0.033
C 0.7719 0.7793 -2.5377 0.076
C 0.1863 2.2515 -0.3545 -0.163
C -0.2487 0.7903 -0.0353 -0.317
C -0.5883 -1.9679 1.9764 -0.128
N 1.0404 0.4174 -3.7354 0.255
N -1.6380 0.5762 -0.0631 0.167
N 0.5328 -0.1064 0.9531 0.140
N 0.1591 -1.4929 0.9081 -0.112
O -0.7214 3.1684 -0.6958 0.111
H 1.1403 2.4563 0.0421 0.157
H -1.6163 -1.4779 2.1585 0.119
H -0.7341 -3.0965 1.9478 0.138
H -0.0696 -1.7460 3.0075 0.127
H 0.2808 0.4998 -4.4605 0.201
H 1.9819 0.2677 -4.0634 0.163
H -1.9490 -0.1647 -0.7267 0.146
H -2.2294 1.3772 -0.2931 0.127
H 1.6154 -0.0737 1.0318 0.251
H 0.1052 -0.0565 1.9120 0.180
H 0.7431 -2.1489 0.4276 0.150
H -0.4863 4.0393 -0.2913 0.180